1.
C3H9N2O | the ωB97M-V functional and the def2-TZVPD basis

Element x y z (Å)
C -0.43776 1.26808 -0.46668
C -1.10771 0.00707 0.32543
C 0.08412 -0.90698 0.69944
N 0.14281 -2.17584 1.16995
O 1.31564 -0.48485 0.59008
N 0.81618 0.93883 -1.23466
H -1.08510 1.66926 -1.18642
H -0.34819 2.16539 0.13678
H -1.85321 -0.33824 -0.40949
H -1.38474 0.37192 1.36857
H -0.61713 -2.50417 1.68895
H 1.06199 -2.52028 1.27301
H 1.34954 0.21639 -0.54501
H 0.62984 0.47340 -2.18136
H 1.43371 1.82003 -1.22859

Maximum force in eV Å⁻¹: 4.5
Multiplicity: 1
SMILES string: NC(=O)CC[NH3+]
Charge: +1
E_HOMO in eV: -14.7

---

2.
CHF4OPr | the ωB97M-V functional and the def2-TZVPD basis

Element x y z (Å)
C -0.89984 -0.18585 0.23025
F -1.20267 0.21168 -0.99393
F -2.11865 -0.67765 0.44569
F -0.45200 -0.60453 1.39980
F 0.00886 1.58031 0.47639
Pr 2.13169 1.55899 -0.58210
O 1.06906 -0.52966 -0.64030
H 1.46356 -1.35328 -0.33579

Maximum force in eV Å⁻¹: 7.2
Multiplicity: 3
Charge: +2
E_HOMO (spin up / spin down) in eV: -20.7 / -20.8

---

3.
C21H21N3O3S | the ωB97M-V functional and the def2-TZVPD basis

Element x y z (Å)
C -4.76466 -3.53316 -1.36819
C -4.76849 -2.21527 -1.41202
C -3.62072 -1.38751 -1.90617
N -3.21866 -0.40068 -0.91496
C -2.43882 -0.74033 0.14826
N -2.08489 0.05586 1.09318
C -2.50542 1.35515 1.04635
C -2.13655 2.23498 2.07037
C -2.54734 3.54688 2.02578
C -3.32996 4.01495 0.97034
C -3.70404 3.16147 -0.04212
C -3.29709 1.82624 -0.01470
C -3.69729 0.90856 -1.07260
O -4.38400 1.19906 -2.03031
H -4.31220 3.49347 -0.86991
H -3.64257 5.04789 0.95206
H -2.26157 4.22394 2.81756
H -1.53488 1.86224 2.88482
S -1.88485 -2.40286 0.21903
C -0.79808 -2.34289 1.69621
C 0.58363 -1.91528 1.32871
C 0.98484 -0.59613 1.50420
C 2.25876 -0.19440 1.14826
C 3.15739 -1.10978 0.60920
C 2.75792 -2.43327 0.44335
C 1.48259 -2.83013 0.79007
H 1.17743 -3.85674 0.64764
H 3.46899 -3.13846 0.04058
C 4.55692 -0.75634 0.23121
O 5.46321 -1.56715 0.25933
N 4.74850 0.53764 -0.12563
H 3.95588 1.13622 -0.30108
C 6.01322 1.01399 -0.63086
H 6.42493 1.76501 0.05682
H 6.69260 0.15983 -0.67089
C 5.83351 1.63134 -2.02082
O 4.94680 2.72628 -1.99439
H 5.33539 3.43037 -1.46253
H 5.37837 0.90295 -2.69536
H 6.81111 1.92486 -2.42463
H 2.55448 0.83008 1.32235
H 0.28788 0.11590 1.91838
H -0.81530 -3.36040 2.08509
H -1.27304 -1.65005 2.38736
H -2.76321 -2.01642 -2.15853
H -3.93576 -0.81493 -2.78589
H -5.62993 -1.64533 -1.09018
H -5.61657 -4.09172 -1.02146
H -3.90846 -4.10593 -1.68325

Maximum force in eV Å⁻¹: 0.8
Multiplicity: 1
SMILES string: C=CCn1c(SCc2ccc(C(=O)NCCO)cc2)nc2ccccc2c1=O
E_HOMO in eV: -8.4